No. 1
{
  "formula": "C13H29Br2GaIN2O4",
  "method": "ωB97M-V/def2-TZVPD",
  "orbital_gap_ev": 7.83,
  "homo_ev": -5.5,
  "charge": -1,
  "lumo_energy_ev": 2.37,
  "species": ["C", "C", "C", "C", "O", "Ga", "N", "C", "C", "O", "I", "O", "C", "C", "N", "C", "C", "C", "O", "H", "H", "H", "H", "H", "H", "H", "H", "H", "H", "H", "H", "H", "H", "H", "H", "H", "H", "H", "H", "H", "H", "H", "H", "H", "Br", "C", "C", "Br", "H", "H", "H", "H"],
  "positions_angstrom": [[-1.818185, 4.495373, 0.570138], [-2.081879, 3.096687, -0.001669], [-1.565851, 2.045737, 0.967607], [-0.034051, 2.066004, 1.130473], [0.668825, 2.405444, -0.028511], [0.705333, 1.132150, -1.389700], [-0.942174, 0.168145, -1.614219], [1.096544, 2.221593, -3.118964], [-0.099715, 2.486070, -3.900478], [-0.817826, 1.677905, -4.461029], [-0.740527, 4.611540, -4.119903], [2.095754, -0.103247, -1.278549], [2.007911, -1.015632, -0.218353], [1.124770, -2.232844, -0.507323], [-0.055342, -2.271943, 0.334366], [-0.934175, -3.376298, 0.055829], [-1.657562, -3.340824, -1.284605], [-1.775719, -4.747841, -1.897548], [-2.953256, -2.762776, -1.096746], [-2.051649, 4.524631, 1.629645], [-0.748424, 4.668353, 0.497339], [-2.350711, 5.251621, 0.006156], [-1.628839, 3.015701, -0.980721], [-3.161603, 2.993566, -0.079268], [-1.888506, 1.039589, 0.717415], [-1.987244, 2.282843, 1.945140], [0.275531, 1.118903, 1.582581], [0.194399, 2.836894, 1.875467], [-1.669230, 0.765900, -1.987549], [-0.765687, -0.482837, -2.373105], [1.857831, 1.722191, -3.708063], [1.521334, 3.173603, -2.815621], [1.721248, -0.575699, 0.743880], [3.016313, -1.412393, -0.066345], [1.697983, -3.132914, -0.278385], [0.924634, -2.273223, -1.583396], [-0.547889, -1.386807, 0.331770], [-0.338047, -4.286450, 0.089997], [-1.705284, -3.494767, 0.813895], [-1.133739, -2.731048, -2.013224], [-0.956868, -4.858567, -2.603314], [-2.722628, -4.872989, -2.405155], [-1.638795, -5.531001, -1.157403], [-3.154904, -2.271150, -1.890517], [5.194542, -1.128682, 4.124464], [3.740928, 0.130948, 4.432324], [2.434763, -0.575578, 4.678817], [1.671484, -1.262594, 3.027003], [3.704353, 0.785276, 3.567528], [4.040059, 0.702602, 5.308311], [1.697174, 0.123015, 5.069007], [2.534594, -1.414180, 5.360510]],
  "atomic_forces_ev_per_a": [[0.65, -0.59, -0.45], [-0.37, 0.43, 0.91], [0.32, -0.15, 0.01], [-0.24, 0.67, 0.23], [0.04, -0.72, -0.33], [-0.10, 0.16, -0.58], [0.23, -0.10, 0.21], [0.15, 1.38, 0.28], [-1.32, -2.72, -1.23], [1.36, 1.83, 0.96], [0.04, 0.09, 0.18], [-0.55, 0.41, 0.19], [0.64, -0.27, -0.49], [-0.02, -0.06, 0.32], [-0.06, 0.12, 0.61], [0.14, 0.01, -0.40], [-0.57, -0.56, -0.37], [0.46, 0.34, 0.16], [0.03, -0.16, 0.36], [-0.38, 0.16, 0.16], [0.18, 0.32, -0.08], [-0.08, 0.29, 0.07], [0.03, -0.10, -0.26], [-0.20, -0.26, -0.31], [-0.14, -0.08, -0.32], [-0.14, -0.12, 0.23], [0.14, -0.20, -0.05], [0.13, 0.08, 0.15], [-0.13, 0.15, 0.10], [0.05, -0.12, -0.05], [-0.16, -0.55, -0.18], [0.13, 0.06, 0.20], [-0.15, 0.19, -0.50], [0.21, 0.07, 0.18], [0.04, -0.23, 0.02], [-0.10, 0.18, -0.17], [-0.11, 0.06, -0.36], [0.23, -0.15, 0.03], [-0.10, 0.17, 0.23], [0.32, 0.27, 0.12], [0.05, -0.21, -0.26], [-0.17, -0.06, -0.16], [-0.27, -0.14, 0.20], [-0.13, 0.29, -0.12], [-0.01, 0.03, -0.05], [0.14, -0.02, 0.18], [-0.22, -0.03, -0.25], [-0.04, -0.20, 0.63], [-0.04, -0.03, -0.04], [-0.01, -0.01, 0.01], [0.05, 0.05, 0.02], [0.07, 0.03, 0.05]]
}

No. 2
{
  "formula": "C13H29IN4O3OsSe2",
  "method": "ωB97M-V/def2-TZVPD",
  "orbital_gap_ev": 8.03,
  "e_above_lowest_kcal_mol": 5.6,
  "homo_ev": -13.4,
  "charge": 2,
  "lumo_energy_ev": -5.38,
  "species": ["Os", "C", "C", "N", "C", "C", "N", "C", "C", "N", "H", "H", "H", "H", "H", "H", "H", "H", "H", "H", "H", "H", "H", "H", "H", "O", "C", "C", "C", "O", "C", "Se", "C", "Se", "H", "H", "H", "H", "H", "H", "H", "H", "H", "H", "N", "C", "O", "C", "I", "H", "H", "H", "H"],
  "positions_angstrom": [[-0.027723, -0.233051, -1.137020], [0.500512, -2.093152, -3.465145], [0.039666, -2.896066, -2.266849], [-0.903234, -2.120997, -1.437867], [-2.264084, -2.034357, -2.037010], [-2.860410, -0.675309, -1.781511], [-1.865256, 0.424230, -1.924444], [-1.644354, 0.916263, -3.299716], [-0.837083, -0.099262, -4.068544], [0.290673, -0.638522, -3.242076], [-0.021240, -2.404161, -4.370153], [1.558065, -2.284720, -3.631935], [0.882015, -3.129398, -1.626300], [-0.416642, -3.835687, -2.584097], [-0.963449, -2.601106, -0.544687], [-2.915776, -2.802049, -1.622615], [-2.177115, -2.242411, -3.100986], [-3.212920, -0.625415, -0.751044], [-3.715884, -0.505393, -2.437616], [-2.253896, 1.201242, -1.397401], [-1.099604, 1.853749, -3.204731], [-2.589810, 1.112697, -3.811440], [-0.451071, 0.341053, -4.986371], [-1.469918, -0.929095, -4.365885], [1.129044, -0.147141, -3.529945], [0.548678, 0.802283, 5.525285], [-0.470375, 1.636435, 5.003920], [-0.241242, 1.773180, 3.484540], [1.067914, 2.531366, 3.311169], [1.532084, 2.438157, 1.967924], [-1.455043, 2.526758, 2.931546], [-1.524566, 2.443831, 0.982152], [-0.177271, 0.349411, 2.910393], [-1.033422, 0.148357, 1.126591], [0.460272, 0.741760, 6.482153], [-0.451700, 2.630078, 5.461096], [-1.459740, 1.201143, 5.176765], [1.799198, 2.101694, 3.994277], [0.902315, 3.575504, 3.599218], [2.269719, 3.046792, 1.865511], [-1.417827, 3.584726, 3.191442], [-2.384586, 2.106890, 3.311704], [-0.821858, -0.297700, 3.501942], [0.822619, -0.074164, 2.902100], [3.527631, -1.902236, 0.810366], [2.776814, -1.095938, 0.066845], [1.567631, -1.333613, -0.096755], [3.485310, 0.079629, -0.561333], [2.134181, 1.560318, -1.262239], [3.112515, -2.715625, 1.239141], [4.505772, -1.727144, 0.968577], [4.068719, -0.253774, -1.416516], [4.145757, 0.569960, 0.147567]],
  "atomic_forces_ev_per_a": [[0.71, -0.80, 0.54], [0.10, 0.03, -0.40], [-0.01, -0.41, 0.23], [-0.37, 0.18, 0.54], [0.04, -0.20, -0.15], [-0.27, 0.24, 0.11], [0.08, 0.26, -0.05], [-0.05, 0.06, -0.08], [0.03, 0.02, -0.18], [0.21, 0.24, 0.06], [0.05, 0.04, -0.04], [0.04, 0.03, -0.04], [0.08, -0.07, 0.08], [0.00, -0.04, 0.02], [-0.13, -0.01, 0.03], [0.00, -0.05, 0.01], [-0.02, -0.04, 0.03], [-0.04, 0.02, 0.00], [-0.05, 0.01, 0.00], [0.04, 0.10, 0.03], [0.00, 0.06, -0.03], [0.00, 0.01, -0.02], [0.01, 0.01, -0.04], [0.00, -0.01, -0.06], [0.06, -0.02, -0.06], [-0.04, 0.03, -0.04], [0.02, -0.07, -0.04], [-0.07, -0.07, 0.03], [0.05, 0.06, -0.06], [0.03, -0.11, -0.02], [-0.07, 0.06, -0.05], [0.00, -0.05, 0.03], [-0.01, -0.21, -0.02], [-0.10, 0.34, -0.15], [0.00, 0.01, -0.01], [0.02, 0.04, 0.03], [-0.03, -0.01, 0.00], [0.08, -0.02, 0.06], [0.02, -0.01, -0.05], [0.02, 0.05, 0.00], [-0.01, 0.00, 0.00], [-0.02, 0.00, 0.01], [0.10, -0.08, 0.05], [0.06, 0.11, -0.09], [-0.01, 0.03, -0.01], [-0.08, 0.13, 0.01], [0.20, 0.05, -0.40], [-0.08, -0.12, 0.04], [-0.63, 0.22, 0.11], [0.00, 0.00, 0.00], [0.01, 0.00, 0.00], [0.02, -0.02, -0.02], [0.02, -0.01, 0.04]]
}

No. 3
{
  "formula": "C13H29N2O7PSi2",
  "method": "ωB97M-V/def2-TZVPD",
  "orbital_gap_ev": 7.72,
  "homo_ev": -8.0,
  "lumo_energy_ev": -0.26,
  "species": ["C", "C", "O", "O", "C", "Si", "O", "Si", "N", "C", "O", "P", "N", "H", "H", "H", "H", "H", "H", "H", "H", "H", "H", "H", "C", "C", "O", "C", "H", "H", "H", "H", "H", "H", "C", "C", "O", "C", "H", "H", "H", "H", "H", "H", "C", "C", "O", "C", "H", "H", "H", "H", "H", "H"],
  "positions_angstrom": [[-1.403795, 1.006648, 3.762490], [0.261356, 0.852736, 3.734474], [1.047994, 1.957875, 3.809449], [0.766646, -0.532479, 3.671531], [1.534977, -0.787973, 2.442935], [0.758610, -0.073732, 0.829873], [1.466371, 1.538056, 0.601718], [0.320352, 2.644377, -0.141123], [-1.363668, 2.531628, 0.483676], [-2.188089, 1.936784, -0.477145], [-2.855050, 0.974605, -1.172001], [1.121900, -1.286774, -0.976525], [0.098243, -0.720202, -2.125664], [-1.758260, 2.079891, 4.065602], [-1.754091, 0.239051, 4.607009], [-1.881171, 0.606417, 2.755613], [2.653604, -0.403984, 2.493337], [1.588182, -1.973479, 2.320187], [-0.715659, 0.016353, 0.957074], [0.400641, 2.462486, -1.600466], [0.791390, 4.007239, 0.182514], [2.513040, -1.257466, -1.423799], [0.763037, -2.658479, -0.671020], [0.707992, -0.426710, -2.926670], [6.530083, -0.620658, -0.547365], [5.166754, 0.005810, -0.669588], [4.334276, -0.426466, -1.465173], [4.861285, 1.181553, 0.219331], [6.608847, -1.457883, -1.249075], [7.300292, 0.114923, -0.792530], [6.675030, -0.999908, 0.467252], [5.557139, 1.997475, 0.008314], [4.931908, 0.882703, 1.268222], [3.842031, 1.530379, 0.022158], [-5.021257, -1.696728, 4.929112], [-4.348201, -1.358528, 3.625775], [-3.217750, -0.874672, 3.597483], [-5.111684, -1.635343, 2.358366], [-4.352838, -1.443603, 5.758983], [-5.942393, -1.117785, 5.032757], [-5.237891, -2.767150, 4.968536], [-6.036869, -1.053636, 2.347447], [-5.332465, -2.703084, 2.283168], [-4.502934, -1.341783, 1.496576], [-0.902397, 1.362873, -5.571435], [-0.358302, -0.012127, -5.853221], [0.847007, -0.248002, -5.786658], [-1.345947, -1.087429, -6.219473], [-0.075515, 2.035834, -5.320568], [-1.411707, 1.749691, -6.457653], [-1.590754, 1.323422, -4.723557], [-1.875028, -0.809801, -7.134606], [-2.054208, -1.236113, -5.400492], [-0.811064, -2.026831, -6.395153]],
  "atomic_forces_ev_per_a": [[1.07, -1.27, 0.94], [2.20, 5.28, 0.46], [-4.60, -7.70, -0.67], [-0.64, 3.15, -0.95], [1.49, -1.19, -0.31], [1.42, 1.90, 1.36], [-3.44, -1.05, -0.88], [1.75, -0.28, 0.59], [-4.94, -3.41, -6.60], [0.55, -5.31, 0.95], [4.95, 8.49, 5.47], [-0.68, -0.26, -2.89], [1.69, 0.19, 0.37], [1.13, -2.02, -0.85], [0.86, 1.85, -1.98], [1.29, 1.09, 2.25], [-2.19, -0.69, 0.22], [-0.15, 2.50, 0.50], [0.25, -0.15, -0.13], [-0.23, -0.14, 0.07], [-0.09, -0.23, 0.18], [-1.02, -0.35, 0.89], [0.60, 0.54, 0.24], [-0.81, -0.31, 0.74], [-0.11, -0.40, -0.41], [-0.85, -0.36, -0.80], [1.14, 0.51, 0.87], [-0.51, 0.04, -0.29], [-0.03, 0.19, 0.15], [0.00, -0.03, 0.23], [0.13, 0.20, -0.01], [0.09, -0.10, 0.21], [0.19, 0.15, -0.02], [0.23, -0.09, 0.09], [0.41, 0.17, 0.29], [1.22, 0.50, -0.09], [-1.99, -1.26, -0.03], [0.39, 0.20, -0.30], [-0.14, -0.06, -0.20], [-0.06, -0.22, -0.05], [-0.20, 0.11, -0.03], [-0.06, -0.22, 0.04], [-0.20, 0.11, 0.06], [-0.12, -0.06, 0.19], [0.41, 0.22, 0.12], [1.58, -0.34, 0.14], [-1.51, 0.31, -0.07], [0.31, -0.37, -0.06], [-0.16, -0.18, -0.06], [-0.16, -0.05, 0.13], [-0.11, 0.00, -0.15], [-0.15, 0.03, 0.16], [-0.08, 0.12, -0.14], [-0.09, 0.23, 0.05]]
}

No. 4
{
  "formula": "C13H30B3NO9S",
  "method": "ωB97M-V/def2-TZVPD",
  "orbital_gap_ev": 9.14,
  "e_above_lowest_kcal_mol": 0.0,
  "homo_ev": -8.8,
  "smiles": "CCCB1OB(COC(C)=O)OB(C[SH](=O)=O)O1.COCCNCCOC",
  "lumo_energy_ev": 0.29,
  "species": ["C", "C", "C", "B", "O", "B", "C", "O", "C", "C", "O", "O", "B", "C", "S", "O", "O", "O", "H", "H", "H", "H", "H", "H", "H", "H", "H", "H", "H", "H", "H", "H", "H", "C", "O", "C", "C", "N", "C", "C", "O", "C", "H", "H", "H", "H", "H", "H", "H", "H", "H", "H", "H", "H", "H", "H", "H"],
  "positions_angstrom": [[0.421946, 6.814116, -1.229030], [1.524289, 5.762285, -1.274720], [1.483427, 4.889056, -2.554073], [0.529414, 3.667287, -2.407650], [-0.573095, 3.725721, -1.556183], [-1.354954, 2.613709, -1.323274], [-2.574713, 2.710053, -0.318821], [-2.205872, 2.212277, 0.989039], [-1.164929, 2.877051, 1.575781], [-0.051086, 1.964230, 1.986706], [-1.176203, 4.061708, 1.734514], [-1.028061, 1.408321, -1.924989], [0.270589, 1.366048, -2.390984], [1.217745, 0.158277, -2.045568], [2.864228, 0.713556, -1.738422], [2.844707, 1.393342, -0.461802], [3.804653, -0.346591, -1.991203], [0.738120, 2.462945, -3.089692], [0.554967, 7.489178, -0.379749], [0.407086, 7.396506, -2.156095], [-0.565475, 6.355860, -1.115286], [2.492951, 6.274022, -1.258753], [1.496237, 5.126346, -0.384817], [1.124002, 5.511772, -3.384780], [2.492396, 4.545950, -2.797742], [-3.425905, 2.112629, -0.649225], [-2.911997, 3.748320, -0.228772], [-0.425461, 1.199117, 2.669259], [0.351289, 1.463236, 1.101094], [0.740162, 2.551290, 2.450072], [1.284961, -0.569888, -2.861937], [0.902081, -0.351551, -1.136136], [3.013378, 1.658516, -2.691912], [-2.659851, -6.164088, 1.808853], [-2.211797, -5.042706, 2.540248], [-0.980626, -5.225127, 3.225829], [0.133050, -4.419273, 2.595117], [0.495289, -4.944432, 1.287386], [1.395971, -4.101599, 0.510397], [0.938422, -2.697506, 0.136324], [-0.121196, -2.642022, -0.802583], [-1.421418, -2.801222, -0.263605], [-3.691579, -5.969742, 1.521111], [-2.072440, -6.334171, 0.899217], [-2.630749, -7.073481, 2.416410], [-0.715328, -6.286221, 3.264898], [-1.123933, -4.875425, 4.251645], [1.009985, -4.463632, 3.248556], [-0.199388, -3.372151, 2.559598], [-0.347164, -5.106928, 0.751677], [1.614747, -4.631425, -0.419641], [2.341616, -4.014830, 1.055054], [1.789021, -2.209831, -0.348380], [0.693200, -2.090531, 1.018065], [-1.497112, -2.374045, 0.739892], [-1.726939, -3.850407, -0.229933], [-2.112654, -2.273903, -0.920982]],
  "atomic_forces_ev_per_a": [[-0.27, -0.18, 0.13], [0.30, 0.14, -0.28], [-0.20, 0.09, 0.39], [-0.40, 0.24, -0.30], [0.26, -0.39, -0.01], [-0.32, 0.12, -0.19], [-0.46, 0.60, -0.03], [0.39, -0.57, -0.35], [-0.20, 0.10, 0.20], [0.09, 0.02, 0.08], [0.09, 0.24, -0.18], [0.48, 0.10, 0.62], [-0.48, -0.01, -0.54], [0.07, -0.09, -0.50], [0.13, -0.24, 0.46], [-0.01, 0.00, -0.30], [-0.18, 0.27, 0.06], [0.48, -0.06, 0.78], [0.03, 0.00, -0.13], [0.07, 0.04, 0.14], [0.12, -0.01, -0.04], [-0.09, -0.04, 0.07], [-0.06, 0.10, -0.02], [0.19, -0.09, -0.07], [-0.10, -0.01, -0.18], [0.11, -0.07, 0.13], [0.02, -0.09, 0.03], [0.04, 0.01, -0.06], [-0.04, -0.02, 0.07], [-0.09, -0.12, 0.04], [-0.12, 0.01, 0.12], [-0.07, -0.10, -0.08], [0.11, 0.00, -0.09], [-0.05, 0.03, 0.03], [0.01, -0.02, -0.09], [0.03, 0.01, 0.15], [0.01, 0.01, -0.11], [-0.14, 0.10, -0.01], [-0.02, -0.18, -0.04], [0.20, 0.14, 0.02], [-0.01, -0.01, 0.05], [-0.04, 0.06, -0.13], [0.00, 0.01, 0.00], [0.03, -0.04, 0.03], [0.00, -0.02, -0.01], [0.02, 0.00, -0.06], [-0.03, -0.02, 0.00], [0.02, 0.02, -0.01], [0.01, 0.00, 0.07], [0.01, -0.01, 0.00], [0.05, 0.01, 0.00], [-0.01, 0.04, 0.02], [0.02, -0.03, -0.01], [-0.08, -0.07, 0.02], [0.00, -0.03, 0.02], [0.01, 0.00, 0.08], [0.01, 0.02, 0.00]]
}

> What is the formula in the first record?

C13H29Br2GaIN2O4

> Which formula does entry 4 have?

C13H30B3NO9S